No. 1
C5H10O2 | ωB97M-V with the def2-TZVPD basis set

ORCA input file:
```
! RIJCOSX wB97M-V def2-TZVPD def2/J DEFGRID3
* xyz 0 1
C 2.265 0.713 -0.104
O 0.951 0.720 0.397
C 0.386 -0.550 0.599
C -0.688 -0.584 1.637
C -1.046 -0.737 0.180
C -1.705 0.367 -0.602
O -1.505 0.182 -1.993
H 2.317 0.321 -1.131
H 2.935 0.126 0.539
H 2.603 1.752 -0.110
H 1.071 -1.391 0.499
H -0.780 -1.444 2.293
H -0.884 0.379 2.101
H -1.335 -1.737 -0.139
H -2.787 0.361 -0.447
H -1.314 1.338 -0.270
H -0.550 0.130 -2.130
*
```

Values from the calculation:
* strongest force on any atom: 0.4 eV Å⁻¹
* structure (SMILES): CO[C@H]1C[C@H]1CO
* relative energy (zero: lowest compared OMol25 entry of this formula, charge and spin): 256.27 kJ/mol
* HOMO: -9.308 eV



No. 2
C39H58BrClN4RuSbSi | ωB97M-V with the def2-TZVPD basis set

ORCA input file:
```
! RIJCOSX wB97M-V def2-TZVPD def2/J DEFGRID3
* xyz 2 6
Ru 10.103 9.274 14.481
C 11.686 6.252 13.532
C 10.316 6.069 14.086
C 9.485 4.913 13.917
C 8.105 5.043 14.100
C 7.584 6.240 14.732
C 8.481 7.273 14.941
N 9.736 7.219 14.524
Sb 7.854 9.133 15.966
C 8.057 11.034 14.832
C 7.210 12.008 14.462
C 7.709 13.167 13.715
C 9.060 13.244 13.460
C 9.916 12.229 13.887
C 11.413 12.300 13.601
N 9.383 11.194 14.569
C 9.595 9.388 17.206
C 9.718 10.137 18.372
C 10.984 10.241 18.984
C 12.102 9.821 18.297
C 11.923 9.262 16.985
C 13.033 8.700 16.167
N 10.646 9.106 16.450
H 12.265 5.352 13.515
H 11.561 6.870 12.588
H 12.260 6.854 14.198
H 9.941 3.941 13.580
H 7.502 4.193 13.944
H 6.531 6.300 14.962
H 6.108 11.823 14.473
H 6.977 13.832 13.406
H 9.432 14.165 13.004
H 11.900 12.043 14.483
H 11.644 11.529 12.816
H 11.596 13.341 13.263
H 8.888 10.384 18.962
H 11.003 10.793 19.981
H 13.147 9.894 18.659
H 12.841 9.134 15.164
H 15.031 8.105 15.628
H 12.813 7.693 15.999
Cl 10.096 9.587 12.076
C 18.432 7.788 7.558
C 17.788 8.639 8.673
C 16.397 9.111 8.234
C 17.446 7.633 9.780
Si 18.927 10.049 9.405
Br 17.368 11.550 10.353
C 20.270 9.479 10.655
C 19.647 9.726 12.070
C 21.554 10.382 10.564
C 20.779 8.003 10.579
C 19.749 11.047 7.942
C 20.106 12.530 8.273
C 20.880 10.338 7.157
C 18.584 11.238 6.986
H 18.159 6.714 7.657
H 19.494 7.862 7.463
H 18.039 8.120 6.553
H 15.822 8.178 8.016
H 16.317 9.632 7.267
H 15.833 9.665 8.984
H 18.288 7.476 10.457
H 17.167 6.668 9.420
H 16.591 7.896 10.434
H 19.290 10.743 12.091
H 20.450 9.616 12.763
H 18.851 8.984 12.439
H 21.461 11.389 11.014
H 21.874 10.504 9.562
H 22.415 9.851 11.016
H 20.047 7.323 11.029
H 21.809 7.862 10.981
H 20.816 7.625 9.528
H 20.782 12.718 9.080
H 19.178 12.975 8.470
H 20.512 12.945 7.368
H 21.647 9.926 7.818
H 21.368 11.114 6.585
H 20.426 9.615 6.512
H 17.767 11.737 7.558
H 18.186 10.370 6.442
H 18.810 12.068 6.297
C 15.583 13.330 15.354
N 15.523 11.896 14.896
C 16.905 11.300 14.684
C 14.494 11.108 15.728
C 15.118 10.034 16.625
C 15.994 10.482 17.653
C 16.394 9.610 18.679
C 15.851 8.314 18.680
C 14.923 7.878 17.764
C 14.556 8.681 16.467
H 16.518 13.856 15.042
H 15.507 13.424 16.432
H 14.708 13.836 14.862
H 15.137 11.963 13.955
H 17.399 11.196 15.645
H 17.361 11.998 13.960
H 16.775 10.330 14.201
H 13.820 10.608 14.983
H 13.810 11.793 16.302
H 16.381 11.533 17.733
H 16.840 9.805 19.637
H 15.998 7.630 19.563
H 14.413 7.004 18.068
*
```

Values from the calculation:
* strongest force on any atom: 4.7 eV Å⁻¹
* relative energy (zero: lowest compared OMol25 entry of this formula, charge and spin): 305.49 kJ/mol
* HOMO (spin up / spin down): -11.056 / -12.527 eV



No. 3
C2H4Cl3OP | ωB97M-V with the def2-TZVPD basis set

ORCA input file:
```
! RIJCOSX wB97M-V def2-TZVPD def2/J DEFGRID3
* xyz 0 1
C 0.768 0.334 -0.310
C 2.216 0.141 0.093
O 0.100 1.941 0.788
P -0.424 -0.915 0.450
Cl 2.502 -0.113 1.814
Cl 2.553 -1.478 -0.669
Cl 3.220 1.459 -0.504
H 0.764 0.542 -1.347
H -0.083 2.576 0.085
H 0.793 -1.590 0.767
H -0.480 -1.492 -0.878
*
```

Values from the calculation:
* strongest force on any atom: 4.6 eV Å⁻¹
* relative energy (zero: lowest compared OMol25 entry of this formula, charge and spin): 558.43 kJ/mol
* HOMO (spin up / spin down): -10.069 / -10.070 eV



No. 4
C24H15BCrF8N10P | ωB97M-V with the def2-TZVPD basis set

ORCA input file:
```
! RIJCOSX wB97M-V def2-TZVPD def2/J DEFGRID3
* xyz 1 5
Cr 0.093 0.237 -0.384
C 1.314 -3.713 3.178
N 1.018 -2.372 2.667
C 0.937 -1.238 3.434
C 0.641 -0.210 2.592
N 0.547 -0.721 1.324
C 0.776 -2.028 1.389
P 0.819 -3.137 -0.064
C 1.893 -2.067 -1.079
N 1.672 -0.770 -1.260
C 2.692 -0.281 -2.036
C 3.534 -1.311 -2.325
N 3.024 -2.428 -1.713
C 3.590 -3.774 -1.823
C -0.755 -2.573 -0.797
N -1.094 -1.294 -0.914
C -2.325 -1.233 -1.511
C -2.733 -2.508 -1.757
N -1.741 -3.339 -1.300
C -1.765 -4.800 -1.400
H 1.265 -3.680 4.262
H 2.312 -4.023 2.878
H 0.575 -4.422 2.815
H 1.085 -1.257 4.499
H 0.479 0.833 2.806
H 2.748 0.752 -2.333
H 4.440 -1.342 -2.905
H 4.666 -3.686 -1.940
H 3.174 -4.290 -2.685
H 3.380 -4.339 -0.920
H -2.828 -0.299 -1.699
H -3.636 -2.888 -2.201
H -2.800 -5.128 -1.382
H -1.243 -5.237 -0.554
H -1.300 -5.123 -2.329
F -0.049 1.377 -2.035
B 0.745 2.549 -1.519
F 1.265 1.863 -0.278
F 1.769 2.801 -2.353
F -0.070 3.552 -1.177
F -4.403 5.226 2.251
C -3.134 5.137 2.649
C -2.685 6.061 3.561
F -3.551 6.978 3.974
C -1.370 6.057 4.071
C -0.555 5.032 3.556
C -1.016 4.124 2.643
F -0.142 3.192 2.198
C -2.318 4.121 2.143
C -2.781 3.145 1.175
C -2.009 2.108 0.749
N -1.396 1.167 0.412
C -4.058 3.168 0.531
N -5.043 3.106 -0.062
F 0.714 4.917 3.948
C -0.906 7.006 5.029
C 0.399 6.952 5.594
N 1.439 6.932 6.089
C -1.700 8.084 5.506
N -2.294 8.973 5.936
*
```

Values from the calculation:
* strongest force on any atom: 0.6 eV Å⁻¹
* HOMO (spin up / spin down): -9.529 / -10.345 eV



No. 5
C27H23ClF6HfOP | ωB97M-V with the def2-TZVPD basis set

ORCA input file:
```
! RIJCOSX wB97M-V def2-TZVPD def2/J DEFGRID3
* xyz 1 1
C -1.058 -1.437 1.732
C -0.889 -1.779 0.353
C 0.481 -2.059 0.121
H -1.660 -1.929 -0.413
C 1.170 -1.999 1.383
C 0.231 -1.553 2.416
H 0.429 -1.340 3.483
H -2.049 -1.265 2.170
H 0.833 -2.405 -0.865
H 2.239 -2.219 1.471
Hf 0.674 0.431 1.424
Cl 2.928 1.140 1.017
P -0.057 0.401 -3.507
C 1.293 -0.742 -3.666
C 0.991 -1.627 -4.736
H -0.023 -1.583 -5.141
C 1.996 -2.439 -5.241
H 1.775 -3.033 -6.136
C 3.251 -2.432 -4.599
H 4.034 -3.049 -5.024
C 3.518 -1.667 -3.444
H 4.520 -1.706 -2.982
C 2.518 -0.839 -2.915
H 2.626 -0.261 -1.987
C -1.736 -0.177 -3.580
C -2.130 -1.529 -3.278
H -1.401 -2.233 -2.860
C -3.446 -1.914 -3.569
H -3.734 -2.973 -3.486
C -4.358 -0.937 -4.016
H -5.353 -1.251 -4.315
C -4.037 0.433 -4.087
H -4.761 1.189 -4.421
C -2.739 0.835 -3.774
H -2.436 1.885 -3.718
C 0.279 2.133 -3.505
C 0.987 2.361 -4.716
H 1.278 1.480 -5.289
C 1.217 3.674 -5.103
H 1.670 3.834 -6.090
C 0.840 4.707 -4.226
H 1.015 5.729 -4.555
C 0.260 4.484 -2.958
H 0.003 5.331 -2.303
C -0.007 3.162 -2.556
H -0.402 2.895 -1.568
C -2.362 1.742 3.107
C -1.505 2.607 2.215
O -0.801 1.753 1.221
C -2.350 3.568 1.278
F -3.095 4.510 1.937
F -1.567 4.198 0.373
F -3.207 2.783 0.553
C -0.277 3.291 2.902
F -0.507 4.157 3.901
F 0.488 2.231 3.440
F 0.554 3.874 2.000
H -3.140 1.302 2.474
H -2.801 2.352 3.942
H -1.746 0.943 3.496
*
```

Values from the calculation:
* strongest force on any atom: 3.4 eV Å⁻¹
* HOMO (spin up / spin down): -8.766 / -8.775 eV



- strongest force on any atom of number 2 (C39H58BrClN4RuSbSi)?
  4.7 eV Å⁻¹



- Number 5 is which compound?
  C27H23ClF6HfOP



- Which of these has the lowest strongest force on any atom?
  C5H10O2



- Which value of strongest force on any atom does entry 4 give?
  0.6 eV Å⁻¹